# 1
DFT (ωB97M-V/def2-TZVPD) results for a 6-piece molecular cluster, C41H59F6N5O14S overall at a distorted geometry.

For the total energy, the calculation gives -3921.53144 Ha. Its energy above the lowest of the compared OMol25 structures with the same formula, charge and spin is 8.617 eV. For the maximum force, the calculation gives 0.12628 hartree/bohr. As for the HOMO-LUMO gap: 8.0790 eV. For the LUMO energy, the calculation gives -1.23 eV.

The geometry in ORCA input format:
```
! wB97M-V def2-TZVPD RIJCOSX def2/J DEFGRID3
* xyz 0 1
N 1.06 4.60 -3.38
C 0.55 3.52 -3.33
O -0.26 2.37 -3.41
C -1.02 2.29 -2.16
O -2.41 2.59 -2.25
C -2.92 2.71 -3.60
C -2.69 4.21 -4.17
C -4.11 5.05 -3.65
C -4.12 5.42 -2.01
O -3.90 6.47 -3.19
C -0.68 0.89 -1.37
C -1.78 -0.17 -1.83
N -1.71 -0.59 -3.26
O 0.68 0.66 -1.69
C 1.31 -0.58 -1.46
C 0.79 -1.59 -0.34
O 0.23 -2.77 -1.03
N 1.06 -3.84 -0.90
O 0.93 -4.47 -1.91
N 1.30 -1.36 -2.77
C 1.42 -0.54 -3.78
S 1.74 0.29 -5.16
C 2.84 -0.21 -0.98
O 2.99 0.15 0.23
C 4.14 -0.22 -1.90
F 4.22 -1.28 -2.84
F 5.25 -0.44 -1.00
C 4.47 1.23 -2.57
F 3.26 1.94 -2.82
F 5.23 1.01 -3.77
C 5.38 2.18 -1.65
F 4.93 2.30 -0.31
F 6.78 1.86 -1.74
C 5.28 3.68 -2.27
O 5.31 4.68 -1.50
O 5.20 3.92 -3.67
C -0.81 1.32 0.19
C -2.12 1.07 0.97
C -1.97 1.53 2.43
C -0.67 2.15 2.91
N 0.55 2.41 2.23
C 0.37 1.97 0.89
H -0.56 3.11 -1.48
H -4.07 2.60 -3.52
H -2.59 1.89 -4.33
H -1.87 4.79 -3.64
H -2.68 4.28 -5.30
H -5.15 4.73 -4.15
H -5.19 5.05 -1.90
H -3.17 4.94 -1.63
H -2.87 0.18 -1.65
H -1.73 -1.16 -1.21
H -1.40 0.16 -3.89
H -2.66 -0.91 -3.51
H -0.03 -1.23 0.36
H 1.63 -2.02 0.32
H 4.89 4.84 -3.77
H -3.05 0.58 0.56
H -2.84 1.39 3.17
H -0.65 2.47 4.02
H 1.30 2.14 0.23
C -3.29 -5.22 1.71
C -1.85 -4.84 1.45
C -1.99 -3.41 0.96
O -3.15 -2.86 1.59
C -3.88 -3.92 2.22
H -3.41 -6.05 2.41
H -3.78 -5.50 0.76
H -1.29 -4.85 2.40
H -1.34 -5.49 0.74
H -2.16 -3.38 -0.13
H -1.12 -2.80 1.19
H -3.74 -3.83 3.31
H -4.94 -3.82 1.99
C -7.08 -3.04 -0.82
C -5.60 -3.25 -0.99
C -5.38 -2.85 -2.44
O -6.36 -1.85 -2.74
C -7.32 -1.81 -1.68
H -7.39 -2.90 0.22
H -7.63 -3.89 -1.23
H -5.04 -2.58 -0.33
H -5.27 -4.27 -0.78
H -5.55 -3.70 -3.12
H -4.38 -2.46 -2.62
H -7.15 -0.89 -1.11
H -8.33 -1.77 -2.09
C 4.79 -4.48 -1.77
C 6.29 -4.66 -1.79
C 6.53 -5.49 -0.55
O 5.35 -6.29 -0.35
C 4.32 -5.82 -1.23
H 4.36 -4.24 -2.75
H 4.52 -3.68 -1.08
H 6.58 -5.23 -2.68
H 6.85 -3.72 -1.79
H 6.65 -4.86 0.34
H 7.40 -6.14 -0.63
H 4.19 -6.55 -2.03
H 3.38 -5.74 -0.68
C 2.48 -0.69 4.83
C 1.28 -1.23 5.58
C 0.36 -1.64 4.45
O 1.20 -2.02 3.35
C 2.54 -1.62 3.63
H 3.40 -0.69 5.41
H 2.28 0.33 4.50
H 1.57 -2.11 6.16
H 0.83 -0.51 6.26
H -0.26 -0.80 4.12
H -0.30 -2.48 4.72
H 3.12 -2.52 3.85
H 2.97 -1.14 2.74
C 1.92 6.49 5.10
C 1.04 6.98 3.97
C 0.05 5.84 3.83
O -0.09 5.25 5.13
C 0.94 5.77 5.99
H 2.46 7.29 5.61
H 2.66 5.79 4.70
H 0.51 7.89 4.29
H 1.57 7.20 3.05
H 0.43 5.07 3.15
H -0.93 6.17 3.47
H 0.46 6.45 6.70
H 1.40 4.95 6.55
*
```

Mulliken atomic charge list, values in e, 5 entries: -0.61 0.55 -0.21 -1.44 -0.34

***

# 2
DFT (ωB97M-V/def2-TZVPD) results for C41H60BGeN11SSeTi as an isolated structure.

For the total energy, the calculation gives -7951.68128 Ha. Its energy above the lowest of the compared OMol25 structures with the same formula, charge and spin is 2.669 eV. For the maximum force, the calculation gives 0.00954 hartree/bohr. As for the HOMO-LUMO gap (spin up / spin down): 6.5400 / 6.2847 eV. For the LUMO energy (spin up / spin down), the calculation gives 2.58 / 2.23 eV.

The geometry in ORCA input format:
```
! wB97M-V def2-TZVPD RIJCOSX def2/J DEFGRID3
* xyz -1 2
Ti 0.13 0.47 0.47
C -0.13 -0.39 4.91
C -0.20 0.42 3.77
N 0.30 -0.22 2.72
N 0.71 -1.43 3.15
C 0.44 -1.56 4.47
B 1.29 -2.42 2.12
N 2.37 -1.71 1.28
C 3.69 -1.99 1.24
C 4.30 -1.06 0.43
C 3.26 -0.23 0.01
N 2.10 -0.64 0.49
N 0.15 -2.84 1.19
C -0.46 -4.02 1.02
C -1.57 -3.83 0.22
C -1.56 -2.45 -0.04
N -0.53 -1.86 0.54
N 1.97 -3.58 2.86
C 2.79 -3.46 3.93
C 3.42 -4.66 4.12
C 2.93 -5.48 3.09
N 2.07 -4.82 2.33
H -0.46 -0.16 5.91
H -0.61 1.40 3.63
H 0.66 -2.48 4.99
H 4.09 -2.82 1.78
H 5.35 -0.98 0.19
H 3.33 0.66 -0.59
H -0.05 -4.91 1.46
H -2.27 -4.56 -0.12
H -2.27 -1.87 -0.60
H 2.88 -2.53 4.46
H 4.14 -4.91 4.89
H 3.16 -6.51 2.86
N 1.33 1.88 1.15
C 2.50 2.07 1.70
N 2.83 3.18 2.39
C 4.19 3.16 2.95
C 4.45 4.39 3.81
C 3.39 4.54 4.90
C 1.97 4.43 4.31
C 2.00 4.31 2.79
H 4.92 3.09 2.15
H 4.30 2.26 3.57
H 4.47 5.29 3.18
H 5.45 4.31 4.25
H 3.52 5.49 5.42
H 3.54 3.75 5.64
H 1.36 5.29 4.59
H 1.46 3.54 4.70
H 2.37 5.24 2.34
H 1.00 4.16 2.41
S -0.24 2.70 1.17
C -4.71 -3.11 1.72
Ge -5.70 -2.51 0.14
C -7.60 -2.96 0.43
C -5.13 -3.44 -1.49
C -5.50 -0.62 -0.09
Se -2.45 0.34 1.13
C -3.24 2.13 0.99
H -4.68 -4.20 1.78
H -5.20 -2.73 2.62
H -3.69 -2.73 1.70
H -7.71 -4.04 0.61
H -8.20 -2.69 -0.44
H -7.99 -2.43 1.29
H -5.29 -4.51 -1.40
H -4.08 -3.26 -1.71
H -5.71 -3.08 -2.34
H -5.68 0.07 0.73
H -5.15 -0.17 -1.01
H -4.28 2.02 0.70
H -2.72 2.72 0.24
H -3.19 2.65 1.95
C 4.44 0.06 -4.01
C 3.50 0.92 -3.20
C 3.84 2.22 -2.87
C 2.97 3.01 -2.12
C 3.36 4.42 -1.72
C 1.75 2.49 -1.72
C 1.39 1.17 -2.01
C 2.29 0.40 -2.75
N 0.15 0.66 -1.54
C -0.81 0.38 -2.67
C -2.24 0.67 -2.21
C -3.27 0.40 -3.30
C -3.01 1.31 -4.50
C -1.59 1.04 -5.00
C -1.48 -0.42 -5.45
C -1.76 -1.34 -4.26
C -3.17 -1.06 -3.74
C -0.73 -1.07 -3.16
C -0.57 1.31 -3.89
H 5.48 0.31 -3.80
H 4.27 0.19 -5.08
H 4.30 -1.00 -3.78
H 4.80 2.62 -3.18
H 3.52 5.05 -2.60
H 4.29 4.41 -1.14
H 2.58 4.87 -1.11
H 1.06 3.09 -1.14
H 2.07 -0.64 -2.93
H -2.29 1.71 -1.88
H -2.48 0.06 -1.33
H -4.27 0.60 -2.90
H -3.11 2.36 -4.20
H -3.74 1.12 -5.29
H -1.37 1.70 -5.84
H -0.48 -0.61 -5.84
H -2.19 -0.61 -6.26
H -1.69 -2.38 -4.58
H -3.39 -1.72 -2.88
H -3.92 -1.28 -4.51
H 0.26 -1.28 -3.56
H -0.88 -1.75 -2.32
H -0.63 2.35 -3.55
H 0.43 1.17 -4.30
*
```

Mulliken atomic charge list, values in e, 5 entries: -0.08 -1.77 -0.32 0.60 0.22